1.
C11H28AsBMoNO3Si2 as an isolated structure at a distorted geometry, computed with wB97M-V/def2-TZVPD.

Summary:
Charge: +1
Highest occupied orbital energy (spin up / spin down) in eV: -11.89 / -11.97
Kohn-Sham gap (spin up / spin down) in eV: 6.2 / 6.2
E in eV: -98611.708

```
48
C11H28AsBMoNO3Si2 (wB97M-V/def2-TZVPD)
Mo -1.679 -0.521 -0.845
C -3.243 -2.361 2.811
C -2.051 -2.226 1.874
C -1.135 -3.448 1.864
O -1.278 -1.043 2.166
C -2.536 -1.914 0.468
O -3.349 -0.966 0.285
O -1.998 -2.439 -0.572
H -2.908 -2.465 3.841
H -3.827 -3.237 2.542
H -3.885 -1.484 2.721
H -0.688 -3.597 2.845
H -0.343 -3.298 1.126
H -1.711 -4.329 1.586
H -1.664 -0.587 2.927
C 3.793 -0.693 -2.202
Si 2.737 -1.176 -0.684
C 2.459 -3.066 -0.608
C 3.390 -0.488 0.979
As 0.566 -0.105 -1.157
Si 0.920 2.258 -0.589
C -0.325 3.355 -1.536
C 2.677 2.739 -1.173
C 0.686 2.312 1.312
H 4.809 -1.068 -2.120
H 3.846 0.385 -2.321
H 3.360 -1.106 -3.111
H 3.406 -3.594 -0.528
H 1.959 -3.425 -1.506
H 1.859 -3.348 0.255
H 4.341 -0.942 1.243
H 2.692 -0.700 1.785
H 3.544 0.586 0.936
H -0.605 2.900 -2.489
H 0.127 4.319 -1.751
H -1.235 3.541 -0.971
H 2.773 2.549 -2.240
H 3.468 2.199 -0.660
H 2.848 3.799 -1.014
H -0.290 1.904 1.578
H 0.748 3.324 1.700
H 1.445 1.721 1.818
B -4.298 2.989 -1.855
C -3.287 1.915 -1.656
N -2.470 1.087 -1.424
H -3.885 3.789 -2.628
H -4.470 3.485 -0.784
H -5.294 2.469 -2.242
```

Atomic partial charges in e from the natural (NBO) method, atoms 1 to 8: number 1, Mo, carries 1.321; number 2, C, carries -0.641; number 3, C, carries 0.175; number 4, C, carries -0.622; number 5, O, carries -0.726; number 6, C, carries 0.630; number 7, O, carries -0.579; number 8, O, carries -0.572


2.
C11H28BNaO9P2S as an isolated structure at a distorted geometry, computed with wB97M-V/def2-TZVPD.

Summary:
Highest occupied orbital energy in eV: -6.30
Kohn-Sham gap in eV: 3.5
E in eV: -64795.600

```
53
C11H28BNaO9P2S (wB97M-V/def2-TZVPD)
C 5.554 -0.636 0.706
C 4.146 -0.269 0.291
O 3.590 0.322 1.417
C 2.317 0.990 1.163
C 1.243 -0.052 0.993
P -0.529 0.586 0.805
O -1.054 -0.779 1.733
C -2.128 -1.524 1.250
C -1.678 -2.848 0.614
C -2.811 -3.867 0.637
O -0.557 -3.380 1.331
P -0.434 1.723 2.834
O 0.247 3.204 2.709
O -1.970 2.121 3.241
S 0.381 0.738 4.325
O -0.037 2.080 0.044
C 0.023 1.906 -1.359
C -0.009 3.195 -2.143
C -1.074 0.876 -1.623
B -1.371 0.517 -3.126
O -0.499 -0.178 -3.929
O -2.548 0.962 -3.720
C -3.651 0.089 -3.496
O -0.705 -0.167 -0.752
H 6.151 0.256 0.869
H 6.056 -1.287 -0.019
H 5.486 -1.152 1.664
H 3.624 -1.200 0.030
H 4.152 0.383 -0.587
H 2.171 1.608 2.041
H 2.445 1.621 0.284
H 1.432 -0.603 0.073
H 1.274 -0.772 1.803
H -1.907 1.009 0.778
H -2.764 -0.952 0.566
H -2.754 -1.786 2.117
H -1.294 -2.666 -0.386
H -2.861 -4.300 1.634
H -2.567 -4.681 -0.041
H -3.756 -3.404 0.364
H -0.847 -3.507 2.246
H -0.382 3.852 3.060
H -2.579 1.683 2.627
H 0.966 1.375 -1.559
H 1.003 3.583 -2.231
H -0.391 3.057 -3.154
H -0.601 3.960 -1.646
H -1.983 1.399 -1.280
H -0.624 0.156 -4.830
H -4.376 0.212 -4.296
H -4.149 0.353 -2.563
H -3.346 -0.958 -3.482
Na 5.973 -2.850 1.973
```

Atomic partial charges in e from the natural (NBO) method, atoms 1 to 8: number 1, C, carries -0.607; number 2, C, carries -0.057; number 3, O, carries -0.558; number 4, C, carries -0.068; number 5, C, carries -0.783; number 6, P, carries 1.589; number 7, O, carries -0.826; number 8, C, carries -0.077


3.
C11H28BaF2NO14S3 as an isolated structure at a distorted geometry, computed with wB97M-V/def2-TZVPD.

Summary:
Charge: -2
2S+1: 2
Highest occupied orbital energy (spin up / spin down) in eV: -1.52 / -1.40
Kohn-Sham gap (spin up / spin down) in eV: 5.0 / 4.9
E in eV: -80643.343

```
60
C11H28BaF2NO14S3 (wB97M-V/def2-TZVPD)
Ba -2.186 -0.006 0.673
N -1.147 -3.147 0.937
O -0.800 -2.338 0.055
O -2.071 -2.764 1.745
O -0.626 -4.233 0.964
F -3.098 0.086 3.169
F -4.883 -0.627 0.216
O -6.081 3.821 1.183
C -5.011 4.319 0.375
C -3.463 3.888 0.822
O -2.999 2.539 0.764
H -5.070 5.400 0.250
H -5.119 3.991 -0.659
H -3.240 4.248 1.827
H -2.881 4.471 0.110
O 1.496 1.285 3.613
S 1.139 -0.095 3.086
O 0.200 -0.239 1.933
O 2.637 -0.745 2.553
C 2.656 -2.028 1.992
C 2.756 -1.906 0.430
C 0.748 -1.377 4.518
H 1.767 -2.657 1.971
H 3.479 -2.604 2.414
H 2.678 -2.922 0.042
H 3.608 -1.399 -0.023
H 1.911 -1.541 -0.153
H 1.465 -1.420 5.337
H 0.558 -2.314 3.995
H -0.201 -1.007 4.908
O 1.808 2.487 -2.062
S 1.397 1.877 -0.814
O 0.204 0.993 -0.682
O 2.672 1.140 -0.070
C 3.854 1.892 0.243
C 4.924 1.075 -0.439
C 1.210 3.246 0.396
H 4.153 1.913 1.291
H 3.824 2.922 -0.113
H 4.595 0.978 -1.473
H 5.079 0.126 0.074
H 5.899 1.560 -0.468
H 1.960 3.980 0.101
H 1.253 2.753 1.368
H 0.237 3.645 0.108
O -1.547 0.736 -4.153
S -1.373 -0.467 -3.326
O -1.828 -0.381 -1.910
O -2.022 -1.800 -4.132
C -1.914 -3.139 -3.564
C -2.923 -3.324 -2.472
C 0.450 -0.887 -3.281
H -0.977 -3.329 -3.040
H -2.066 -3.858 -4.370
H -2.525 -2.825 -1.588
H -3.030 -4.359 -2.145
H -3.882 -2.930 -2.808
H 0.603 -1.701 -2.572
H 0.917 -0.004 -2.846
H 0.827 -0.998 -4.298
```

Atomic partial charges in e from the Mulliken method, atoms 1 to 8: number 1, Ba, carries 2.004; number 2, N, carries 0.937; number 3, O, carries -0.391; number 4, O, carries -0.635; number 5, O, carries -0.732; number 6, F, carries -0.958; number 7, F, carries -0.958; number 8, O, carries -0.453


4.
C11H28CoO5 as an isolated structure at a distorted geometry, computed with wB97M-V/def2-TZVPD.

Summary:
ΔE to the lowest compared entry with this formula, charge and spin in kcal/mol: 10.1
Charge: -2
2S+1: 4
Highest occupied orbital energy (spin up / spin down) in eV: -0.11 / -0.07
Kohn-Sham gap (spin up / spin down) in eV: 5.3 / 5.3
E in eV: -59723.157

```
45
C11H28CoO5 (wB97M-V/def2-TZVPD)
Co 8.116 27.721 -8.084
C 11.425 30.370 -8.276
C 10.268 29.852 -9.150
O 9.724 28.723 -8.674
H 11.000 30.647 -7.310
H 11.832 31.307 -8.699
H 12.258 29.668 -8.206
H 10.629 29.763 -10.212
H 9.564 30.719 -9.223
C 7.178 31.680 -7.993
C 6.652 30.265 -8.282
O 6.985 29.377 -7.317
H 6.940 32.380 -8.811
H 8.265 31.632 -7.883
H 6.760 32.069 -7.059
H 7.057 29.969 -9.284
H 5.536 30.331 -8.388
C 6.013 27.186 -10.899
C 5.445 26.811 -9.536
O 6.353 26.781 -8.537
H 6.464 28.180 -10.864
H 5.194 27.277 -11.639
H 6.704 26.437 -11.299
H 4.870 25.852 -9.624
H 4.654 27.569 -9.294
C 10.636 27.591 -5.515
C 9.680 26.462 -5.904
O 8.460 26.887 -6.287
H 10.802 28.285 -6.340
H 11.626 27.192 -5.220
H 10.265 28.162 -4.658
H 9.649 25.756 -5.027
H 10.201 25.833 -6.679
C 8.895 24.288 -10.875
C 8.509 24.839 -9.505
C 8.967 23.964 -8.374
O 9.017 26.157 -9.333
H 8.159 23.549 -11.213
H 9.873 23.787 -10.881
H 8.934 25.063 -11.642
H 7.428 24.979 -9.502
H 8.521 24.326 -7.443
H 10.046 24.071 -8.209
H 8.741 22.901 -8.499
H 9.977 26.181 -9.402
```

Atomic partial charges in e from the natural (NBO) method, atoms 1 to 8: number 1, Co, carries 1.594; number 2, C, carries -0.633; number 3, C, carries 0.004; number 4, O, carries -0.987; number 5, H, carries 0.205; number 6, H, carries 0.158; number 7, H, carries 0.179; number 8, H, carries 0.072